No. 1
{
  "formula": "C23H28N4O4",
  "method": "ωB97M-V with the def2-TZVPD basis set",
  "elements": ["C", "H", "H", "H", "C", "N", "C", "H", "C", "N", "C", "O", "C", "C", "C", "C", "C", "C", "H", "H", "H", "N", "C", "O", "C", "O", "C", "C", "C", "C", "C", "C", "N", "C", "O", "C", "H", "H", "H", "H", "H", "H", "H", "H", "H", "H", "H", "H", "H", "H", "C", "C", "H", "H", "H", "H", "H", "H", "H"],
  "coordinates": [[2.9424, -5.9366, 0.8151], [3.1008, -4.8616, 0.8102], [2.8562, -6.2747, 1.8442], [3.8092, -6.4192, 0.3699], [1.6927, -6.2862, 0.0131], [0.5391, -5.5204, 0.4485], [0.0306, -5.8903, 1.7621], [0.4371, -6.8526, 2.0939], [0.3836, -4.8059, 2.7939], [-0.0383, -3.5146, 2.3102], [-1.0494, -2.8150, 2.8729], [-1.5815, -3.1471, 3.9165], [-1.4633, -1.5867, 2.1265], [-0.6118, -0.8965, 1.2749], [-1.0562, 0.2436, 0.6086], [-2.3617, 0.6921, 0.7974], [-3.2018, 0.0081, 1.6573], [-2.7608, -1.1205, 2.3226], [-3.4031, -1.6584, 3.0027], [-4.2104, 0.3627, 1.8080], [-2.6999, 1.5717, 0.2750], [-0.1624, 0.8930, -0.2365], [-0.2995, 2.0401, -0.9309], [-1.2891, 2.7421, -1.0139], [1.0216, 2.3566, -1.6575], [1.8809, 1.5037, -1.7447], [1.0348, 3.6201, -2.4318], [1.4528, 3.5360, -3.7579], [1.3714, 4.6248, -4.6035], [0.8681, 5.8238, -4.1253], [0.4886, 5.9352, -2.8015], [0.5751, 4.8450, -1.9399], [0.2548, 5.0536, -0.5943], [0.7019, 4.3357, 0.4620], [1.3735, 3.3249, 0.3517], [0.2825, 4.8941, 1.7981], [-0.7976, 4.7993, 1.8968], [0.7608, 4.3265, 2.5909], [0.5554, 5.9433, 1.8852], [-0.2811, 5.8883, -0.4031], [0.1198, 6.8785, -2.4236], [0.7819, 6.6779, -4.7798], [1.6900, 4.5385, -5.6307], [1.8269, 2.5874, -4.1126], [0.7713, 0.4940, -0.3174], [0.4133, -1.2106, 1.1382], [0.2628, -3.3100, 1.3699], [1.4623, -4.7815, 2.9698], [-0.1336, -4.9907, 3.7375], [-1.0585, -5.9805, 1.7294], [-0.4837, -5.3671, -0.5699], [-1.1359, -6.6648, -1.0609], [-1.9219, -6.4326, -1.7747], [-0.4046, -7.3039, -1.5495], [-1.5752, -7.2134, -0.2307], [-0.0244, -4.8543, -1.4213], [-1.2573, -4.7078, -0.1649], [1.8717, -6.0388, -1.0364], [1.5174, -7.3736, 0.0802]],
  "forces_ev_per_angstrom": [[-0.182, -0.161, -0.216], [0.034, 0.124, 0.021], [0.040, -0.018, 0.140], [0.128, -0.064, 0.030], [0.203, 0.098, 0.108], [0.043, 0.011, -0.038], [0.143, 0.340, 0.286], [-0.051, -0.029, -0.021], [-0.086, -0.307, 0.119], [0.190, -0.091, -0.216], [0.201, -0.012, -0.005], [-0.221, -0.006, 0.113], [-0.250, 0.332, -0.060], [-0.133, 0.016, 0.022], [-0.410, -0.040, 0.145], [0.040, 0.151, -0.101], [0.100, -0.138, 0.057], [0.040, -0.126, 0.082], [-0.034, -0.046, 0.065], [-0.083, 0.026, 0.001], [-0.003, 0.023, -0.027], [0.529, -0.260, -0.095], [-0.054, -0.389, 0.088], [-0.006, -0.082, -0.079], [0.115, -0.506, -0.318], [-0.242, 0.285, -0.139], [0.066, 0.249, -0.131], [-0.034, 0.050, 0.156], [0.034, 0.007, -0.082], [-0.019, -0.054, 0.042], [-0.024, -0.063, 0.057], [0.223, -0.128, -0.314], [-0.165, 0.369, -0.138], [-0.074, 0.422, 0.529], [0.205, 0.200, 0.224], [0.110, -0.174, 0.031], [-0.097, 0.020, 0.026], [0.004, -0.005, -0.031], [-0.016, 0.091, 0.018], [0.096, -0.182, 0.075], [0.000, 0.102, 0.054], [-0.004, 0.076, -0.041], [0.020, -0.013, -0.089], [0.021, -0.084, -0.018], [-0.244, 0.134, -0.041], [0.119, -0.046, 0.000], [-0.103, 0.062, 0.017], [-0.068, -0.090, 0.037], [0.125, 0.020, -0.054], [0.024, -0.051, -0.002], [-0.198, -0.146, -0.204], [0.171, 0.278, 0.141], [-0.100, -0.037, -0.089], [0.035, -0.106, -0.062], [-0.077, -0.100, 0.057], [-0.088, 0.045, 0.040], [0.052, 0.034, -0.073], [-0.031, -0.075, -0.004], [-0.017, 0.065, -0.097]],
  "mulliken_charge": [-1.337, 0.310, 0.278, 0.430, -0.633, 0.378, -0.828, 0.378, -1.031, -0.029, 0.311, -0.688, 0.473, -0.501, 0.417, -0.558, -0.783, -0.667, 0.477, 0.388, 0.562, 0.075, 0.222, -0.694, 0.754, -0.687, 0.623, -0.751, -0.678, -0.538, -0.636, 0.386, 0.017, 0.891, -0.590, -1.478, 0.337, 0.379, 0.405, 0.225, 0.351, 0.392, 0.400, 0.431, 0.195, 0.475, 0.223, 0.270, 0.454, 0.466, -0.743, -1.157, 0.421, 0.286, 0.302, 0.479, 0.321, 0.455, 0.371],
  "total_charge": 0,
  "lumo_ev": 0.1,
  "de_lowest_kj_mol": 52.8,
  "mol_weight_g_mol": 424.50,
  "smiles": "CCN(CC)CCNC(=O)c1cccc(NC(=O)C(=O)c2ccccc2NC(C)=O)c1"
}

No. 2
{
  "formula": "C23H28N4O5S",
  "method": "ωB97M-V with the def2-TZVPD basis set",
  "elements": ["C", "H", "H", "H", "C", "C", "H", "H", "H", "C", "C", "N", "C", "O", "C", "N", "S", "O", "O", "C", "C", "C", "C", "C", "C", "H", "H", "N", "C", "O", "N", "C", "O", "C", "H", "H", "H", "C", "H", "H", "H", "H", "H", "C", "C", "C", "C", "C", "C", "H", "H", "H", "H", "H", "H", "H", "H", "H", "H", "H", "H"],
  "coordinates": [[-7.0061, -1.7485, 0.5180], [-6.5463, -2.4234, -0.1983], [-8.0620, -1.9990, 0.5893], [-6.5489, -1.9140, 1.4909], [-6.8376, -0.2920, 0.0929], [-7.6105, 0.6228, 1.0418], [-7.2243, 0.5301, 2.0545], [-7.5229, 1.6624, 0.7344], [-8.6649, 0.3574, 1.0524], [-5.3621, 0.1209, 0.0649], [-4.5500, -0.6152, -1.0014], [-3.2085, -0.0865, -1.0974], [-2.1189, -0.7659, -0.7083], [-2.1130, -1.9170, -0.3359], [-0.8344, 0.0974, -0.8193], [-1.0916, 1.3838, -0.2066], [-0.2148, 2.6877, -0.7700], [-0.3598, 2.6933, -2.1917], [-0.6563, 3.8150, -0.0059], [1.4589, 2.2669, -0.3157], [2.2281, 1.5167, -1.1702], [3.4225, 0.9651, -0.7150], [3.8392, 1.1736, 0.6086], [3.0681, 1.9999, 1.4394], [1.8807, 2.5254, 0.9791], [1.2593, 3.1423, 1.6095], [3.3816, 2.2090, 2.4479], [4.9783, 0.5546, 1.0586], [5.7188, -0.3102, 0.2712], [6.6930, -0.8863, 0.6990], [5.3020, -0.4821, -1.0320], [4.1952, 0.1072, -1.6177], [3.9051, -0.0950, -2.7753], [6.1084, -1.3886, -1.8326], [7.1412, -1.0432, -1.8511], [6.0827, -2.3872, -1.3975], [5.6916, -1.4001, -2.8366], [5.4269, 0.7350, 2.4248], [4.6664, 0.3898, 3.1257], [6.3283, 0.1372, 2.5508], [5.6607, 1.7826, 2.6151], [1.9161, 1.3400, -2.1872], [-1.1622, 1.3751, 0.7985], [0.3612, -0.6557, -0.2895], [1.1029, -1.4505, -1.1555], [2.2017, -2.1553, -0.7001], [2.5784, -2.0723, 0.6298], [1.8315, -1.3014, 1.5034], [0.7242, -0.6065, 1.0498], [0.1436, -0.0243, 1.7520], [2.1037, -1.2494, 2.5479], [3.4420, -2.6141, 0.9876], [2.7656, -2.7676, -1.3874], [0.8197, -1.5136, -2.1950], [-0.6838, 0.3174, -1.8828], [-3.0981, 0.8909, -1.3255], [-4.4451, -1.6727, -0.7541], [-5.0414, -0.5208, -1.9755], [-4.9149, -0.0633, 1.0438], [-5.2999, 1.1942, -0.1344], [-7.2491, -0.1720, -0.9159]],
  "forces_ev_per_angstrom": [[-0.017, 0.209, -0.237], [0.045, -0.168, -0.031], [-0.096, -0.088, 0.020], [0.066, -0.048, 0.150], [0.113, 0.086, 0.276], [0.056, -0.115, -0.290], [0.038, 0.002, 0.158], [-0.010, 0.138, 0.019], [-0.132, 0.004, 0.055], [-0.194, -0.196, -0.360], [-0.129, -0.044, 0.173], [-0.323, 0.264, -0.197], [0.205, 0.386, -0.170], [0.110, -0.286, 0.118], [0.040, -0.488, -0.132], [0.227, 0.730, -0.354], [-0.113, -0.008, 0.430], [0.266, -0.310, -0.114], [0.208, -0.171, 0.257], [-0.604, 0.339, -0.283], [0.342, -0.009, -0.023], [-0.252, 0.285, 0.192], [-0.410, 0.132, -0.487], [0.023, 0.023, 0.005], [0.116, 0.068, 0.029], [-0.005, 0.062, 0.175], [0.039, 0.006, 0.097], [0.139, -0.053, 0.072], [-0.112, 0.129, 0.141], [0.209, -0.190, -0.032], [0.106, -0.099, -0.180], [-0.043, 0.121, 0.087], [-0.134, 0.041, -0.107], [0.173, -0.180, -0.213], [-0.047, -0.053, -0.003], [0.034, 0.024, -0.028], [0.056, -0.007, 0.114], [0.219, -0.061, 0.211], [-0.025, 0.036, 0.025], [-0.157, 0.125, 0.031], [-0.042, 0.007, 0.030], [-0.001, -0.108, -0.126], [-0.040, 0.141, 0.214], [0.075, -0.286, 0.011], [-0.143, 0.041, 0.140], [-0.003, -0.111, -0.021], [0.051, -0.078, -0.008], [-0.048, -0.002, 0.113], [-0.065, -0.036, -0.147], [-0.014, 0.069, 0.093], [0.033, 0.012, 0.097], [0.080, -0.067, 0.032], [0.075, -0.045, -0.085], [-0.022, 0.021, -0.171], [-0.033, -0.207, 0.061], [0.049, -0.089, 0.091], [-0.071, 0.076, -0.116], [-0.009, -0.091, 0.060], [0.051, 0.042, 0.088], [0.031, 0.064, 0.052], [0.017, 0.012, -0.005]],
  "mulliken_charge": [-1.477, 0.366, 0.430, 0.318, 0.709, -1.595, 0.346, 0.392, 0.427, -0.614, -0.968, 0.003, 0.133, -0.662, -1.219, -0.295, 1.406, -0.694, -0.744, 0.200, -0.768, 0.532, 0.666, -0.441, -1.284, 0.478, 0.486, -0.098, 0.768, -0.667, 0.001, 0.496, -0.663, -1.200, 0.342, 0.336, 0.396, -1.329, 0.375, 0.374, 0.369, 0.598, 0.324, 0.987, -0.113, -0.923, -0.321, -0.860, -0.123, 0.385, 0.475, 0.491, 0.432, 0.489, 0.673, 0.288, 0.389, 0.260, 0.243, 0.435, 0.244],
  "total_charge": 0,
  "lumo_ev": -0.2,
  "de_lowest_kj_mol": 9.0,
  "mol_weight_g_mol": 472.57,
  "smiles": "CC(C)CCNC(=O)[C@@H](NS(=O)(=O)c1ccc2c(c1)c(=O)n(C)c(=O)n2C)c1ccccc1"
}

Number 1: gap between HOMO and LUMO 8.6 eV, E_HOMO -8.441 eV. Number 2: gap between HOMO and LUMO 8.9 eV, E_HOMO -9.071 eV.